{
  "formula": "C5H14O2",
  "method": "the ωB97M-V functional and the def2-TZVPD basis",
  "elements": ["O", "O", "C", "C", "C", "C", "C", "H", "H", "H", "H", "H", "H", "H", "H", "H", "H", "H", "H", "H", "H"],
  "positions_angstrom": [[-1.41, -2.24, 2.56], [-0.57, -5.39, -2.31], [-0.35, 0.57, 0.96], [0.04, 1.79, 0.15], [-0.51, 1.85, -1.27], [1.12, 2.52, 0.48], [2.15, 3.00, -0.52], [0.33, 2.16, -1.89], [1.75, 3.83, -1.09], [-1.46, -3.12, 2.96], [-1.30, 2.58, -1.39], [0.52, -0.04, 1.21], [-1.24, 0.09, 0.54], [-1.46, -5.67, -2.55], [-0.40, -5.13, -1.41], [3.06, 3.35, -0.03], [2.47, 2.24, -1.23], [1.27, 2.72, 1.54], [-0.75, 0.90, 1.94], [-0.77, 0.84, -1.59], [-0.86, -2.36, 1.78]],
  "nbo_charge": [-0.933, -0.966, -0.661, 0.032, -0.657, -0.210, -0.657, 0.214, 0.215, 0.468, 0.224, 0.222, 0.216, 0.485, 0.481, 0.219, 0.212, 0.194, 0.229, 0.206, 0.467],
  "total_charge": 0,
  "lumo_energy_ev": 0.301,
  "orbital_gap_ev": 8.429,
  "energy_ev": -9505.3231
}



{
  "formula": "C5H12NSe",
  "method": "the ωB97M-V functional and the def2-TZVPD basis",
  "elements": ["Se", "N", "C", "C", "C", "C", "C", "H", "H", "H", "H", "H", "H", "H", "H", "H", "H", "H", "H"],
  "positions_angstrom": [[-2.28, 0.32, 0.32], [0.12, 1.52, -0.46], [1.35, 1.34, 0.38], [1.34, -1.10, 0.90], [-3.05, -1.34, -0.37], [2.09, -0.06, 0.16], [-0.52, 0.20, -0.50], [1.36, -2.12, 0.43], [-4.06, -1.40, -0.14], [3.05, 0.03, 0.54], [1.11, -0.93, 1.94], [1.06, 1.35, 1.43], [2.22, -0.32, -0.99], [-0.52, -0.31, -1.48], [-2.71, -2.16, 0.44], [-2.69, -1.36, -1.37], [-0.33, 2.24, 0.06], [2.08, 2.22, 0.14], [0.37, 1.89, -1.42]],
  "nbo_charge": [0.367, -0.572, -0.225, -0.234, -0.753, -0.488, -0.303, 0.221, 0.253, 0.247, 0.199, 0.229, 0.226, 0.223, 0.250, 0.234, 0.444, 0.235, 0.448],
  "total_charge": 1,
  "lumo_energy_ev": [-4.490, -3.464],
  "orbital_gap_ev": [7.267, 8.393],
  "energy_ev": -72204.5182
}



{
  "formula": "C3H2N2S",
  "method": "the ωB97M-V functional and the def2-TZVPD basis",
  "elements": ["S", "N", "N", "C", "C", "C", "H", "H"],
  "positions_angstrom": [[-0.02, 1.83, -0.11], [2.18, -1.16, -0.29], [-2.15, -1.21, -0.29], [1.22, -0.62, 0.05], [0.00, 0.10, 0.46], [-1.19, -0.65, 0.05], [-0.04, 1.53, -1.44], [0.00, 0.17, 1.57]],
  "nbo_charge": [0.076, -0.253, -0.254, 0.258, -0.538, 0.258, 0.148, 0.304],
  "total_charge": 0,
  "lumo_energy_ev": 0.191,
  "orbital_gap_ev": 10.909,
  "energy_ev": -16957.4038
}



{
  "formula": "C35H37BF3NO4",
  "method": "the ωB97M-V functional and the def2-TZVPD basis",
  "elements": ["F", "F", "F", "O", "O", "O", "O", "N", "C", "C", "C", "C", "C", "C", "C", "C", "C", "C", "C", "C", "C", "C", "C", "C", "C", "C", "C", "C", "C", "C", "C", "C", "C", "C", "C", "C", "C", "C", "C", "C", "C", "C", "C", "B", "H", "H", "H", "H", "H", "H", "H", "H", "H", "H", "H", "H", "H", "H", "H", "H", "H", "H", "H", "H", "H", "H", "H", "H", "H", "H", "H", "H", "H", "H", "H", "H", "H", "H", "H", "H", "H"],
  "positions_angstrom": [[5.80, 2.77, 0.85], [5.57, 2.75, -1.34], [5.52, 4.66, -0.24], [-2.16, -4.47, -4.36], [-1.27, 2.11, -1.24], [-1.54, 4.99, -0.65], [-1.24, 1.83, 1.16], [1.36, -4.29, 2.51], [4.53, -2.71, 3.63], [0.77, -3.96, 1.34], [3.41, -3.55, 3.75], [-1.25, 4.10, 0.35], [-0.99, -3.39, -1.05], [-3.52, -4.85, -4.08], [-1.61, 4.67, 1.55], [5.13, 3.35, -0.18], [-2.98, 0.22, 1.50], [4.67, -1.84, 2.54], [0.88, 2.82, 0.02], [2.84, 3.70, -1.10], [1.10, -2.15, -0.41], [-2.41, 7.21, -1.00], [0.23, -2.77, -1.40], [1.46, 3.49, -1.05], [-0.86, -0.39, 0.46], [-1.37, -4.06, -3.34], [2.55, -2.55, 1.66], [0.66, -2.86, -2.75], [1.67, 2.37, 1.07], [3.63, 3.20, -0.06], [-3.64, 2.01, -0.76], [-2.05, 6.13, -0.09], [2.45, -3.45, 2.75], [1.42, -2.83, 0.77], [0.96, -5.40, 3.36], [3.07, 2.56, 1.04], [-1.88, 0.71, 0.58], [-2.33, 1.24, -0.88], [-1.78, -4.04, -1.99], [-2.12, 5.97, 1.27], [-2.47, 0.18, -1.97], [3.68, -1.75, 1.54], [-0.10, -3.53, -3.69], [-0.76, 2.58, 0.02], [1.62, -2.43, -3.03], [0.22, -3.62, -4.73], [-3.16, 6.89, -1.72], [1.07, -6.36, 2.84], [1.24, 1.88, 1.94], [-4.48, 1.31, -0.67], [-3.64, 2.68, 0.12], [-1.33, -3.39, -0.01], [-3.24, -0.56, -1.71], [-0.04, -4.57, 0.95], [-1.35, -1.33, 0.19], [5.58, -1.24, 2.45], [-4.08, -4.03, -3.59], [-0.34, -0.54, 1.41], [-3.80, 2.62, -1.66], [-3.55, -5.75, -3.46], [-2.49, 6.68, 2.00], [-3.94, -5.05, -5.06], [1.69, -1.27, -0.67], [3.29, 4.23, -1.94], [3.69, 2.21, 1.86], [-1.51, 4.22, 2.54], [-2.53, -0.07, 2.46], [1.59, -5.40, 4.25], [-1.53, -0.34, -2.16], [-2.82, 8.04, -0.42], [3.78, -1.10, 0.67], [-3.74, 0.99, 1.67], [3.27, -4.24, 4.58], [-3.45, -0.67, 1.06], [-0.11, -0.15, -0.31], [-2.78, 0.67, -2.91], [0.84, 3.87, -1.86], [5.29, -2.72, 4.41], [-2.73, -4.49, -1.69], [-0.09, -5.30, 3.66], [-1.52, 7.57, -1.54]],
  "mulliken_charge": [-0.292, -0.272, -0.271, -0.444, -0.788, -0.387, -0.653, 0.108, -0.649, -0.860, -0.946, 0.565, -0.195, -0.773, -0.747, 0.747, -2.172, -0.864, 0.233, -1.045, -0.957, -1.301, 1.295, -0.851, -1.904, 0.889, -0.024, -0.482, -0.294, 0.401, -2.093, 0.416, 0.439, 1.520, -0.911, -0.915, 1.919, 1.922, -1.340, -0.907, -1.690, -0.295, -0.905, 1.631, 0.443, 0.430, 0.264, 0.348, 0.403, 0.423, 0.333, 0.697, 0.255, 0.766, 0.339, 0.432, 0.329, 0.361, 0.431, 0.319, 0.390, 0.241, 0.361, 0.376, 0.465, 0.539, 0.431, 0.290, 0.183, 0.342, 0.471, 0.447, 0.258, 0.283, 0.127, 0.515, 0.476, 0.398, 0.365, 0.340, 0.269],
  "total_charge": 0,
  "lumo_energy_ev": -2.818,
  "orbital_gap_ev": 3.082,
  "energy_ev": -55403.5954
}



{
  "formula": "C4H8N3S",
  "method": "the ωB97M-V functional and the def2-TZVPD basis",
  "elements": ["S", "N", "N", "N", "C", "C", "C", "C", "H", "H", "H", "H", "H", "H", "H", "H"],
  "positions_angstrom": [[-0.96, -1.19, 1.11], [-0.19, 1.25, 0.19], [1.85, 0.15, 0.40], [-0.08, -0.17, 2.03], [0.69, 0.72, 1.14], [0.39, -0.38, -1.48], [1.64, -0.47, -0.63], [-0.65, 0.26, -0.63], [-2.23, -0.82, 1.59], [-0.91, 1.80, 0.72], [-1.61, 0.45, -1.05], [0.23, -0.61, 2.89], [0.68, 0.21, -2.24], [0.07, -1.27, -1.85], [1.11, 1.46, 1.75], [2.53, -0.84, -1.18]],
  "nbo_charge": [0.521, -0.538, -0.385, -0.813, 0.203, -0.544, 0.160, 0.162, 0.153, 0.415, 0.244, 0.452, 0.273, 0.255, 0.231, 0.210],
  "total_charge": 1,
  "lumo_energy_ev": -4.572,
  "orbital_gap_ev": 9.328,
  "energy_ev": -19573.9440
}



{
  "formula": "C4H9NS",
  "method": "the ωB97M-V functional and the def2-TZVPD basis",
  "elements": ["S", "N", "C", "C", "C", "C", "H", "H", "H", "H", "H", "H", "H", "H", "H"],
  "positions_angstrom": [[-1.89, 0.20, -0.29], [0.87, 1.43, 0.52], [2.12, -0.26, -0.73], [0.33, -0.98, 1.07], [-0.36, -0.69, -0.28], [0.91, 0.06, 0.09], [-0.16, -1.38, -1.07], [-2.64, -0.86, 0.07], [2.10, -1.32, -0.93], [0.88, -1.94, 1.21], [0.96, 2.03, -0.30], [-0.26, -0.50, 1.90], [-0.01, 1.64, 0.98], [3.02, -0.09, -0.14], [2.21, 0.42, -1.64]],
  "nbo_charge": [-0.015, -0.821, -0.606, -0.436, -0.414, 0.119, 0.219, 0.129, 0.212, 0.226, 0.356, 0.228, 0.369, 0.221, 0.212],
  "total_charge": 0,
  "lumo_energy_ev": 0.875,
  "orbital_gap_ev": 9.753,
  "energy_ev": -16618.2880
}



{
  "formula": "C20H14Cl3IN2O3Zn",
  "method": "the ωB97M-V functional and the def2-TZVPD basis",
  "elements": ["I", "Zn", "Cl", "Cl", "Cl", "O", "O", "O", "N", "N", "C", "C", "C", "C", "C", "C", "C", "C", "C", "C", "C", "C", "C", "C", "C", "C", "C", "C", "C", "C", "H", "H", "H", "H", "H", "H", "H", "H", "H", "H", "H", "H", "H", "H"],
  "positions_angstrom": [[-1.80, -0.69, -2.47], [0.42, -0.13, -0.43], [0.57, -4.68, -1.14], [2.60, -0.41, 1.44], [5.42, -4.99, 1.18], [-1.98, 5.14, 0.69], [0.57, -1.95, -0.12], [1.43, 1.33, -1.11], [-1.13, 1.02, 0.14], [2.51, 4.61, -0.30], [0.26, 3.01, 0.16], [-4.97, -0.65, 0.49], [-2.43, 0.47, 0.27], [-0.97, 2.29, 0.34], [-0.78, 4.97, 1.45], [1.35, 2.51, -0.58], [1.46, 5.07, 0.41], [-3.21, 0.71, 1.40], [0.34, 4.35, 0.66], [2.47, 3.40, -0.79], [1.84, -3.94, -0.23], [3.99, -4.08, 0.80], [-4.20, -0.90, -0.64], [3.88, -2.77, 1.22], [3.63, 2.89, -1.58], [-2.94, -0.34, -0.74], [1.67, -2.60, 0.17], [2.97, -4.67, 0.07], [-4.48, 0.15, 1.51], [2.74, -2.06, 0.90], [-1.77, 5.68, -0.08], [1.56, 6.08, 0.79], [-0.44, 5.92, 1.85], [-5.95, -1.10, 0.57], [4.38, 3.67, -1.67], [-1.07, 4.34, 2.30], [4.07, 2.01, -1.09], [4.68, -2.30, 1.78], [3.05, -5.70, -0.26], [3.31, 2.56, -2.57], [-2.81, 1.31, 2.20], [-1.84, 2.88, 0.61], [-4.58, -1.53, -1.43], [-5.07, 0.33, 2.39]],
  "nbo_charge": [0.191, 1.673, 0.016, -0.014, -0.001, -0.723, -0.930, -0.891, -0.695, -0.391, -0.263, -0.204, 0.174, 0.192, -0.093, 0.454, -0.022, -0.251, -0.046, 0.164, -0.084, -0.045, -0.225, -0.245, -0.647, -0.191, 0.290, -0.238, -0.179, -0.097, 0.473, 0.191, 0.183, 0.225, 0.230, 0.184, 0.230, 0.241, 0.241, 0.229, 0.225, 0.214, 0.232, 0.223],
  "total_charge": 0,
  "lumo_energy_ev": -0.749,
  "orbital_gap_ev": 7.375,
  "energy_ev": -124177.5901
}



{
  "formula": "C5H9NO",
  "method": "the ωB97M-V functional and the def2-TZVPD basis",
  "elements": ["O", "N", "C", "C", "C", "C", "C", "H", "H", "H", "H", "H", "H", "H", "H", "H"],
  "positions_angstrom": [[2.28, 1.24, -0.68], [2.55, -0.88, 0.04], [0.10, 0.02, 0.06], [1.85, 0.20, -0.35], [-0.54, -1.29, 0.08], [-0.53, 1.15, 0.07], [-1.99, 1.25, 0.12], [-2.33, 1.53, -0.90], [-0.01, -2.21, 0.35], [2.21, -1.81, 0.08], [-1.38, -1.33, 0.76], [3.51, -0.88, 0.24], [-1.06, -1.36, -0.99], [-2.08, 2.08, 0.84], [0.02, 1.99, -0.17], [-2.58, 0.33, 0.46]],
  "nbo_charge": [-0.587, -0.841, -0.076, 0.708, -0.673, -0.205, -0.653, 0.225, 0.216, 0.391, 0.223, 0.392, 0.220, 0.225, 0.223, 0.212],
  "total_charge": 0,
  "lumo_energy_ev": 0.817,
  "orbital_gap_ev": 9.973,
  "energy_ev": -8866.9531
}



{
  "formula": "C4H9N",
  "method": "the ωB97M-V functional and the def2-TZVPD basis",
  "elements": ["N", "C", "C", "C", "C", "H", "H", "H", "H", "H", "H", "H", "H", "H"],
  "positions_angstrom": [[-1.00, 0.14, -0.47], [-1.43, -0.31, 0.81], [1.01, -0.86, -1.36], [0.42, 0.19, -0.67], [1.15, 1.09, 0.29], [0.56, 1.19, 1.15], [-0.74, -0.15, 1.67], [1.68, -1.47, -0.76], [0.69, -1.23, -2.29], [2.07, 0.81, 0.76], [1.25, 2.11, 0.03], [-1.56, -0.47, -1.18], [-1.84, -1.36, 0.90], [-2.27, 0.32, 1.12]],
  "nbo_charge": [-0.664, -0.419, -0.528, 0.255, -0.680, 0.209, 0.201, 0.210, 0.195, 0.232, 0.236, 0.377, 0.185, 0.191],
  "total_charge": 0,
  "lumo_energy_ev": 1.019,
  "orbital_gap_ev": 8.382,
  "energy_ev": -5780.7914
}



{
  "formula": "C5H13NO2",
  "method": "the ωB97M-V functional and the def2-TZVPD basis",
  "elements": ["O", "O", "N", "C", "C", "C", "C", "C", "H", "H", "H", "H", "H", "H", "H", "H", "H", "H", "H", "H", "H"],
  "positions_angstrom": [[1.15, 0.01, -3.35], [-0.73, -1.42, -1.45], [-0.77, 1.73, -0.11], [1.05, 0.98, 2.23], [0.04, 0.41, -0.04], [-0.93, -0.68, -0.54], [0.48, -0.17, 1.39], [-0.67, -1.04, 2.10], [-0.19, -1.43, 2.95], [-0.80, 2.03, -0.99], [0.23, 1.60, 2.29], [1.51, 0.67, 3.13], [-1.87, -0.89, 0.10], [0.98, 0.55, -0.66], [-0.88, -1.88, 1.51], [1.85, 1.64, 1.78], [-1.47, -0.43, 2.30], [-0.83, 2.11, 0.79], [1.16, -1.03, 1.12], [0.72, -0.88, -3.12], [1.87, 0.07, -2.84]],
  "nbo_charge": [-0.943, -0.561, -0.878, -0.614, -0.152, 0.447, -0.195, -0.605, 0.211, 0.390, 0.191, 0.220, 0.120, 0.203, 0.211, 0.219, 0.202, 0.385, 0.209, 0.491, 0.451],
  "total_charge": 0,
  "lumo_energy_ev": 0.797,
  "orbital_gap_ev": 9.936,
  "energy_ev": -10978.5669
}



{
  "formula": "C20H20Cl2MnN4O8",
  "method": "the ωB97M-V functional and the def2-TZVPD basis",
  "elements": ["Mn", "Cl", "Cl", "O", "O", "O", "O", "O", "O", "O", "O", "N", "N", "N", "N", "C", "C", "C", "C", "C", "C", "C", "C", "C", "C", "C", "C", "C", "C", "C", "C", "C", "C", "C", "C", "H", "H", "H", "H", "H", "H", "H", "H", "H", "H", "H", "H", "H", "H", "H", "H", "H", "H", "H", "H"],
  "positions_angstrom": [[-0.03, 0.04, 0.04], [2.83, 2.31, -0.46], [-2.37, -2.67, 0.30], [-3.54, -2.34, -0.46], [1.67, 1.42, -0.25], [-1.64, -1.42, 0.53], [-2.72, -3.24, 1.56], [-1.49, -3.55, -0.43], [3.80, 2.01, 0.55], [2.36, 3.66, -0.34], [3.33, 2.05, -1.78], [-1.33, 1.82, -0.06], [0.17, 0.33, 2.24], [1.39, -1.66, 0.17], [-0.27, -0.19, -2.19], [-0.94, 3.01, 0.41], [0.37, 0.31, -4.44], [-0.58, -0.58, -4.93], [2.84, -4.03, 0.07], [2.26, -1.89, -0.80], [0.50, 0.44, -3.08], [-3.03, 4.00, -0.11], [-1.75, 4.10, 0.43], [0.43, 0.52, 5.00], [1.55, 0.51, 4.17], [-3.42, 2.79, -0.64], [-1.24, -0.96, -2.67], [-1.43, -1.18, -4.02], [-0.82, 0.45, 4.41], [1.38, 0.43, 2.80], [2.98, -3.07, -0.92], [-2.54, 1.73, -0.60], [-0.90, 0.35, 3.03], [1.25, -2.59, 1.12], [1.98, -3.76, 1.14], [1.94, -4.47, 1.95], [-2.86, 0.76, -0.98], [-1.73, 0.44, 4.98], [-3.67, 4.87, -0.11], [2.21, 0.57, 2.12], [-1.87, 0.21, 2.57], [-2.00, -1.37, -2.01], [-4.41, 2.71, -1.08], [2.41, -1.10, -1.52], [2.55, 0.62, 4.55], [1.06, 0.82, -5.09], [-0.70, -0.71, -6.00], [3.45, -4.92, 0.06], [-2.25, -1.81, -4.33], [0.57, 0.58, 6.07], [0.09, 3.05, 0.74], [-1.37, 5.05, 0.79], [0.59, -2.33, 1.93], [3.66, -3.17, -1.75], [1.29, 1.08, -2.69]],
  "lowdin_spin": [4.696, 0.006, 0.005, 0.003, 0.040, 0.040, 0.005, 0.001, 0.003, 0.004, 0.003, 0.031, 0.032, 0.029, 0.031, 0.006, 0.001, 0.002, 0.003, 0.007, 0.005, 0.003, 0.000, 0.003, 0.000, 0.001, 0.006, 0.001, 0.001, 0.006, 0.000, 0.007, 0.006, 0.006, 0.000, 0.000, 0.001, 0.000, 0.000, 0.001, 0.001, 0.000, 0.000, 0.001, 0.000, 0.000, 0.000, 0.000, 0.000, 0.000, 0.000, 0.000, 0.001, 0.000, 0.000],
  "total_charge": 0,
  "lumo_energy_ev": [0.216, -0.023],
  "s2": 8.752,
  "orbital_gap_ev": [8.930, 9.995],
  "multiplicity": 6,
  "energy_ev": -99758.4313
}



{
  "formula": "C23H13BrF3N2O2Rh",
  "method": "the ωB97M-V functional and the def2-TZVPD basis",
  "elements": ["Rh", "Br", "F", "F", "F", "O", "O", "N", "N", "C", "C", "C", "C", "C", "C", "C", "C", "C", "C", "C", "C", "C", "C", "C", "C", "C", "C", "C", "C", "C", "C", "C", "H", "H", "H", "H", "H", "H", "H", "H", "H", "H", "H", "H", "H"],
  "positions_angstrom": [[-0.18, 0.13, -0.24], [0.49, -7.23, 2.08], [3.56, 3.14, 1.63], [-0.55, 3.45, 3.81], [-3.88, 3.44, -3.63], [-1.46, -1.21, 0.95], [0.18, -2.22, -0.17], [1.60, 0.46, -1.03], [-2.86, -4.87, 2.33], [-2.57, 0.87, -1.45], [2.27, 2.75, 1.74], [-2.46, -3.73, 1.78], [2.02, -0.13, -2.15], [-1.18, -3.54, 1.26], [-0.68, -5.76, 1.93], [-3.47, 1.59, -2.23], [0.19, 2.91, 2.83], [-3.01, 2.72, -2.88], [4.20, 0.74, -1.84], [-1.70, 3.15, -2.80], [-0.39, 2.01, 1.96], [-0.78, -2.25, 0.63], [2.44, 1.23, -0.29], [3.31, -0.01, -2.60], [0.41, 1.46, 0.98], [-1.24, 1.26, -1.36], [1.52, 3.30, 2.75], [3.77, 1.36, -0.68], [-0.81, 2.41, -2.03], [-0.27, -4.58, 1.34], [-1.98, -5.86, 2.41], [1.76, 1.83, 0.84], [-1.43, 1.74, 2.08], [-4.51, 1.30, -2.32], [1.95, 4.01, 3.45], [0.22, 2.73, -1.95], [-1.40, 4.04, -3.33], [-3.17, -2.92, 1.73], [0.73, -4.46, 0.94], [1.28, -0.73, -2.67], [4.45, 1.95, -0.08], [-2.92, -0.02, -0.92], [5.23, 0.84, -2.15], [3.62, -0.50, -3.51], [-2.31, -6.79, 2.87]],
  "nbo_charge": [0.840, 0.069, -0.324, -0.314, -0.328, -0.730, -0.731, -0.399, -0.399, -0.267, 0.451, 0.072, 0.081, -0.199, -0.141, -0.272, 0.457, 0.386, -0.137, -0.278, -0.359, 0.770, 0.216, -0.260, 0.039, -0.062, -0.385, -0.232, -0.235, -0.148, 0.024, -0.215, 0.249, 0.232, 0.250, 0.213, 0.230, 0.215, 0.248, 0.225, 0.247, 0.234, 0.227, 0.234, 0.205],
  "total_charge": 0,
  "lumo_energy_ev": -0.608,
  "orbital_gap_ev": 7.731,
  "energy_ev": -112340.2456
}